{"formula": "C33H35IIrN2O4", "method": "wB97M-V/def2-TZVPD", "elements": ["Ir", "C", "C", "C", "C", "C", "C", "C", "C", "C", "H", "H", "H", "H", "H", "H", "H", "H", "H", "H", "H", "H", "C", "C", "N", "C", "C", "C", "O", "C", "C", "N", "C", "C", "C", "C", "C", "C", "I", "C", "O", "H", "H", "H", "H", "H", "H", "H", "H", "H", "H", "H", "H", "C", "C", "C", "C", "C", "C", "C", "C", "C", "C", "O", "O", "H", "H", "H", "H", "H", "H", "H", "H", "H", "H", "H"], "xyz": [[-0.73274, 0.30818, -0.57637], [0.09852, -0.55080, -5.39169], [0.15254, -1.04560, -3.97638], [-0.98537, -1.33452, -3.27191], [-0.93286, -1.78002, -1.92651], [-2.15475, -2.45414, -1.35033], [0.32776, -1.94658, -1.32991], [1.51803, -1.71488, -2.06450], [2.85178, -2.09697, -1.48480], [1.40539, -1.24893, -3.35027], [0.51072, 0.45819, -5.46108], [-0.92277, -0.53092, -5.76765], [0.69435, -1.18506, -6.04871], [-1.95477, -1.24252, -3.74906], [-2.08265, -2.57887, -0.27085], [-2.24045, -3.44795, -1.79270], [-3.06421, -1.90284, -1.59294], [0.38160, -2.43373, -0.36047], [2.92795, -1.86510, -0.42217], [3.66906, -1.59931, -2.00329], [3.00296, -3.17376, -1.58244], [2.30825, -1.07186, -3.92468], [-3.34179, -2.33042, 2.49184], [-3.75359, -0.96742, 2.07927], [-4.99858, -0.58180, 2.28885], [-5.36071, 0.64659, 1.93299], [-4.47702, 1.63976, 1.43917], [-4.96519, 3.04847, 1.19354], [-4.28877, 3.66364, 0.11075], [-3.17615, 1.27894, 1.19066], [-2.15143, 2.30067, 0.95495], [-1.05385, 2.06479, 0.34548], [0.00867, 3.02559, 0.36141], [-0.21969, 4.37841, 0.17253], [0.84826, 5.26252, 0.24743], [2.12910, 4.79755, 0.50606], [2.36685, 3.43701, 0.67743], [1.29962, 2.56779, 0.59276], [1.56771, 0.47916, 0.77004], [-2.80238, -0.09532, 1.39763], [-1.70590, -0.60775, 1.02507], [-4.01628, -2.68795, 3.26563], [-2.30862, -2.35566, 2.83279], [-3.42417, -3.01084, 1.63749], [-6.41044, 0.88570, 2.07060], [-4.76858, 3.65921, 2.07981], [-6.04733, 3.04590, 1.05231], [-4.77231, 3.50986, -0.70800], [-2.28104, 3.26397, 1.43682], [-1.21919, 4.73057, -0.05446], [0.67701, 6.31911, 0.09573], [2.95775, 5.48965, 0.56398], [3.36917, 3.07640, 0.86362], [-3.82584, 4.90567, -6.54819], [-3.21251, 3.99353, -5.53071], [-1.86078, 4.05450, -5.22049], [-1.27316, 3.21187, -4.28831], [0.20774, 3.35836, -4.05930], [-2.10251, 2.27449, -3.62208], [-3.47998, 2.17304, -3.94435], [-4.41196, 1.14966, -3.34429], [-3.99716, 3.03523, -4.88947], [-1.56616, 1.46544, -2.55226], [-2.31271, 0.76383, -1.74189], [-0.32061, 1.38486, -2.25305], [-3.09990, 5.61274, -6.94342], [-4.65407, 5.46574, -6.11223], [-4.23148, 4.32759, -7.37982], [-1.23498, 4.77388, -5.73441], [0.61539, 4.07659, -4.76713], [0.73422, 2.41351, -4.17780], [0.42564, 3.71216, -3.04915], [-3.97472, 0.15160, -3.34580], [-5.33591, 1.12031, -3.91691], [-4.65853, 1.37648, -2.30520], [-5.04484, 2.95448, -5.15456]], "forces_ev_per_a": [[0.48, -0.37, 0.28], [0.00, -0.01, 0.00], [0.04, 0.00, 0.00], [0.01, -0.04, -0.01], [-0.18, -0.19, -0.08], [0.00, 0.05, 0.07], [-0.22, 0.37, 0.11], [0.06, 0.02, -0.09], [-0.03, 0.02, 0.00], [-0.01, -0.03, 0.05], [-0.01, -0.01, 0.00], [0.00, 0.01, 0.00], [0.00, -0.01, 0.01], [0.00, -0.03, -0.01], [0.02, -0.01, -0.06], [-0.03, 0.01, -0.03], [0.00, 0.02, 0.02], [0.01, -0.03, -0.01], [0.01, -0.03, 0.01], [0.00, 0.01, 0.01], [0.00, 0.00, -0.01], [-0.01, 0.00, -0.01], [-0.02, -0.01, 0.00], [-0.10, -0.08, 0.07], [0.10, 0.08, -0.04], [-0.10, -0.07, 0.03], [0.12, 0.01, -0.04], [-0.03, 0.04, 0.00], [0.05, -0.05, 0.05], [-0.11, 0.15, 0.02], [0.00, -0.10, -0.03], [-0.08, -0.09, 0.06], [0.06, -0.05, -0.02], [-0.01, 0.02, -0.02], [0.01, -0.01, 0.00], [-0.01, -0.01, 0.00], [-0.02, 0.03, -0.01], [0.06, -0.18, 0.01], [-0.15, 0.38, -0.05], [-0.03, -0.04, 0.01], [0.22, 0.05, -0.25], [0.00, 0.00, -0.01], [0.01, 0.00, -0.01], [0.01, 0.01, 0.01], [0.01, 0.03, 0.00], [-0.01, -0.02, 0.02], [-0.01, -0.02, 0.00], [-0.01, 0.02, -0.01], [0.00, 0.02, -0.01], [0.00, 0.01, 0.01], [0.00, 0.00, 0.00], [0.00, 0.01, 0.00], [0.00, 0.00, 0.00], [0.04, 0.02, -0.01], [-0.05, -0.06, 0.02], [0.05, -0.03, -0.02], [-0.06, -0.05, -0.04], [-0.02, 0.01, 0.10], [0.03, 0.06, 0.05], [-0.03, -0.04, 0.01], [-0.01, -0.01, -0.04], [-0.02, 0.02, -0.06], [-0.22, -0.11, -0.09], [0.14, 0.26, -0.15], [0.12, 0.00, 0.22], [-0.01, 0.00, 0.00], [0.00, 0.00, 0.00], [0.00, 0.00, 0.00], [-0.01, 0.01, 0.01], [0.00, 0.00, 0.01], [0.01, -0.01, -0.01], [0.00, -0.02, 0.00], [-0.05, 0.02, -0.03], [-0.02, 0.02, 0.00], [0.02, 0.01, 0.00], [-0.01, 0.00, 0.00]], "lowdin_charge": [1.20, -0.01, -0.24, -0.03, -0.35, -0.03, -0.11, -0.29, -0.05, 0.03, 0.08, 0.09, 0.10, 0.13, 0.06, 0.11, 0.09, 0.13, 0.03, 0.09, 0.10, 0.14, 0.02, -0.18, 0.17, 0.01, -0.09, -0.16, -0.04, -0.05, 0.00, -0.07, -0.31, 0.00, -0.03, -0.03, -0.10, -0.54, 1.33, -0.23, -0.12, 0.10, 0.10, 0.10, 0.14, 0.15, 0.14, 0.11, 0.16, 0.13, 0.12, 0.13, 0.12, -0.02, -0.22, 0.01, -0.16, -0.02, -0.05, -0.17, -0.02, 0.01, -0.48, -0.13, -0.10, 0.08, 0.10, 0.10, 0.13, 0.09, 0.07, 0.08, 0.07, 0.09, 0.07, 0.13], "s2": 0.78, "gap_ha": [0.2743, 0.1925], "relative_energy_kcal_mol": 1.2, "spin_multiplicity": 2, "homo_ev": [-13.993, -13.993], "charge": 2}